Formula: C35H80N4O10P5
Source: the Open Molecules 2025 dataset
Level of theory: ωB97M-V with the def2-TZVPD basis set

Values from the calculation:
net charge: +1
calculated total energy: -4058.89115 Eh

Geometry as XYZ:
```
134
Properties=species:S:1:pos:R:3:mulliken_charge:R:1
C 3.78769 -3.28098 -1.00089 -1.2357
C 3.41867 -1.91068 -0.86255 -0.6204
C 3.00178 -0.28455 -0.87141 0.2295
P 4.58828 0.61782 -0.34124 0.0111
N 5.91574 -0.25699 -1.22569 -0.5374
O 4.71371 2.25174 -0.89546 -0.5121
N 2.46899 -0.00690 -2.23549 1.0500
C 3.43366 0.27044 -3.34799 -0.4506
C 4.16867 -1.04721 -4.01414 -0.3765
C 3.14719 -2.11206 -4.72773 -0.8462
C 1.40732 1.11204 -2.31072 -0.7638
C 0.26981 0.68068 -1.21020 -0.3283
C -1.25063 1.24303 -1.50742 -0.8684
C -2.19144 1.31795 -0.13843 -0.2038
C -3.79993 1.32515 -0.48029 -0.7624
C -4.47883 -0.18802 -0.51105 -0.1747
C -4.63478 -0.60114 -2.12243 -0.0425
C -6.02206 -1.44407 -2.42554 -0.7581
C -5.59851 -2.78260 -3.30998 -0.4116
C -4.83859 -2.41264 -4.71847 -0.5756
C -3.21550 -2.75314 -4.66716 0.2219
C -2.58186 -3.07291 -6.14619 -0.9319
N 0.82726 0.88575 0.14843 0.8206
C 1.30038 2.23675 0.52998 0.1021
C 0.57732 3.55299 -0.10483 -0.6860
N 1.53506 4.73793 0.12718 -0.3132
C 1.90639 -0.19720 0.37611 0.1554
P 1.10274 -1.92590 0.78830 0.3004
O -0.22923 -1.76636 1.67688 -0.6844
P 2.93857 0.14005 1.99757 0.4457
C 1.62000 0.21303 3.43111 -0.9158
C 4.03277 -1.34553 2.46815 -0.8702
H 4.44242 -4.21912 -1.33846 0.3858
H 6.57016 0.46788 -1.63286 0.2775
H 6.49552 -0.76413 -0.52118 0.2839
H 5.60872 2.41547 -1.31753 0.3247
H 1.93726 -0.88068 -2.53683 0.4861
H 2.78653 0.72577 -4.24506 0.3952
H 4.26713 1.05886 -3.15075 0.2029
H 4.88073 -1.62580 -3.26516 0.1862
H 4.88814 -0.62091 -4.86485 0.4373
H 2.01010 -1.79746 -4.61687 0.2155
H 3.33023 -3.16047 -4.18688 0.2056
H 3.34256 -2.27576 -5.87731 0.3124
H 0.84091 1.11242 -3.36221 0.4542
H 1.85320 2.18222 -2.18865 0.2167
H 0.11944 -0.48858 -1.42356 0.1522
H -1.25620 2.31169 -2.02951 0.2547
H -1.85489 0.53869 -2.25467 0.1271
H -1.96523 2.31621 0.45062 0.0739
H -1.89035 0.41347 0.57317 0.1461
H -3.96245 1.93332 -1.46869 0.3261
H -4.36009 1.92639 0.38038 0.3326
H -5.52573 -0.16226 0.01521 0.4416
H -3.70793 -0.91094 -0.00199 -0.0440
H -3.67298 -1.22486 -2.37795 -0.1657
H -4.64776 0.35305 -2.80657 0.2627
H -6.71285 -0.76620 -3.12389 0.2461
H -6.58892 -1.78038 -1.44025 0.2822
H -4.85220 -3.41317 -2.63561 0.1738
H -6.56388 -3.42517 -3.52538 0.2567
H -4.91275 -1.25542 -4.94671 0.2014
H -5.33258 -3.03317 -5.59080 0.4157
H -2.63313 -1.83402 -4.21413 -0.2949
H -3.05313 -3.69361 -3.96996 0.2574
H -1.94076 -4.06687 -6.08903 0.2331
H -1.83883 -2.18294 -6.42065 0.2410
H -3.39310 -3.14191 -7.01109 0.2979
H 2.46778 2.44241 0.38058 -0.0762
H 1.13902 2.34980 1.70961 0.1056
H -0.43086 3.87116 0.44206 0.3101
H 0.39515 3.51031 -1.26005 0.0320
H 2.10746 4.80929 -0.75942 0.2225
H 0.97800 5.62107 0.28610 0.2827
H 2.02047 -2.87823 1.33694 0.1831
H 0.62818 -2.42192 -0.50527 0.0691
H 1.95016 1.07440 4.17554 0.3507
H 1.61452 -0.77794 4.07116 0.3669
H 0.52750 0.35131 3.01701 0.2061
H 4.72489 -1.75387 1.60700 0.2255
H 4.77098 -0.97529 3.32958 0.3721
H 3.34717 -2.16281 2.96205 0.3177
O 6.61277 7.55690 4.47681 -0.7114
P 5.30114 7.83250 3.70163 1.0124
O 5.95503 7.53823 2.20237 -0.3653
C 6.74544 6.38634 1.96904 -0.4739
C 5.95074 5.35117 1.19999 -0.8640
O 5.47050 9.48464 3.67469 -0.3693
C 6.07804 10.15920 4.76384 -0.3054
C 7.51027 10.51360 4.40867 -1.0670
O 3.83558 8.14044 2.83548 -0.3541
C 3.03866 7.04178 2.43490 0.1041
C 2.76387 6.07221 3.56560 -1.0967
H 7.12417 5.94210 2.89458 0.3457
H 7.60958 6.69841 1.37543 0.3087
H 5.14958 4.94314 1.82209 0.1823
H 6.59100 4.52263 0.88686 0.4015
H 5.48448 5.79412 0.31384 0.2838
H 6.02321 9.56649 5.68251 0.3253
H 5.50965 11.07829 4.94240 0.3572
H 8.08922 9.62571 4.13364 0.2608
H 8.00805 11.01006 5.24492 0.3741
H 7.53286 11.18060 3.54020 0.2810
H 3.50469 6.54226 1.58360 0.0582
H 2.08846 7.45069 2.07687 0.3284
H 3.68692 5.59877 3.91607 0.3522
H 2.07973 5.28411 3.23699 0.2456
H 2.32219 6.59173 4.42194 0.3568
O -5.49602 -6.41304 3.20138 -0.7134
P -5.97861 -6.17786 1.74913 0.9557
O -5.58521 -7.70256 1.21765 -0.2955
C -5.95539 -8.84862 1.96298 -0.2111
C -7.13452 -9.54075 1.31093 -1.1102
O -4.59180 -5.42137 1.23584 -0.3993
C -3.85365 -4.60044 2.12555 0.0276
C -2.64484 -5.36199 2.63724 -1.1437
O -6.51784 -5.91508 0.12645 -0.3215
C -7.80105 -6.37999 -0.24749 -0.0141
C -8.88516 -5.95474 0.72099 -1.2109
H -6.20027 -8.61241 3.00301 0.3029
H -5.09487 -9.52383 1.97207 0.3014
H -8.03462 -8.92592 1.39552 0.2197
H -7.33544 -10.50212 1.79037 0.4120
H -6.95033 -9.70741 0.24455 0.2721
H -4.47970 -4.23551 2.94601 0.3593
H -3.51879 -3.72161 1.56414 0.0660
H -2.93501 -6.29760 3.12674 0.3205
H -2.07539 -4.75804 3.34756 0.3694
H -1.98848 -5.63739 1.80479 0.2505
H -7.77651 -7.46434 -0.36994 0.1444
H -8.01833 -5.95785 -1.23384 0.3325
H -8.73345 -6.40252 1.70866 0.3464
H -9.86898 -6.26261 0.35433 0.3937
H -8.87994 -4.86830 0.85478 0.3379
```

***

Formula: C49H49Cl76IO5
Source: the Open Molecules 2025 dataset
Level of theory: ωB97M-V with the def2-TZVPD basis set

Values from the calculation:
calculated total energy: -37544.67929 Eh

Geometry as XYZ:
```
180
Properties=species:S:1:pos:R:3:mulliken_charge:R:1
C 6.74344 -1.70916 3.49501 -1.0035
C 8.05947 -0.89030 3.66290 -0.5125
C 8.93988 -1.02611 2.38466 -0.7273
C 9.13875 0.27586 1.54403 -1.1003
C 7.98993 1.30510 1.59689 -0.6957
C 6.58982 0.74918 1.25547 -0.1592
C 5.72142 1.80625 0.51754 0.0280
C 5.23424 2.86986 1.51982 -0.9071
C 4.59787 4.10757 0.83052 0.1805
C 3.18200 3.80863 0.25006 -0.0193
C 2.04386 4.64913 0.91272 0.2395
C 0.91900 3.75189 1.51091 -0.1804
C -0.51162 4.08404 1.03022 -1.1327
C -0.94737 3.29965 -0.24546 -1.0247
C -2.23883 2.45618 -0.08418 -1.6317
C -2.03898 0.97659 0.28982 2.6987
C -3.51159 0.50207 0.63215 -1.1956
C -3.81302 0.54083 2.14042 -0.5201
C -5.24217 0.18443 2.48689 -0.2937
C -6.35261 0.94087 2.11124 0.2205
C -7.65772 0.60116 2.46754 -1.2985
C -7.88308 -0.53400 3.26643 -0.7566
C -6.77782 -1.30403 3.63579 0.0355
C -5.47550 -0.96499 3.26614 -0.0260
O -1.03717 0.82446 1.28015 -0.5400
C 0.09428 0.43229 0.57591 -0.0296
O 1.11087 0.19820 1.10264 -0.5366
O -0.17381 0.32990 -0.78632 -0.1827
C -1.56238 -0.05533 -0.76057 -0.5540
I -2.68716 0.07451 -2.60094 0.0964
O -1.53135 -1.31564 -0.15820 -0.1683
C -0.88349 -2.29775 -0.96491 -0.4732
C 0.50706 -2.69994 -0.44718 -0.1678
O 0.45862 -3.24982 0.86041 -0.3694
C 1.32762 -4.36477 0.92002 -0.2126
C 2.82303 -4.01114 0.86684 -0.7432
H 6.76622 -2.62866 4.08450 0.2758
H 5.85680 -1.11447 3.73698 0.2554
H 6.60042 -2.04198 2.45989 0.3119
H 8.61054 -1.38341 4.47356 0.4105
H 7.90019 0.13854 3.98561 0.3503
H 8.60922 -1.83931 1.73367 0.4066
H 9.94382 -1.32015 2.72401 0.3801
H 9.21867 -0.04252 0.49263 0.3031
H 10.09762 0.74700 1.78172 0.3961
H 8.00191 1.78834 2.57987 0.3609
H 8.24248 2.09176 0.86887 0.4889
H 6.07366 0.59192 2.21119 -0.1454
H 6.63025 -0.20463 0.72228 0.4142
H 6.27042 2.24660 -0.31903 -0.0892
H 4.83232 1.25716 0.17574 0.2063
H 6.09308 3.23679 2.10259 0.3892
H 4.52947 2.45272 2.25023 0.2654
H 5.25367 4.34039 -0.02489 -0.5388
H 4.58095 4.94360 1.53798 0.1386
H 3.20857 4.01588 -0.82707 0.3148
H 3.00649 2.73199 0.36460 -0.0060
H 2.49621 5.18792 1.75068 -0.3020
H 1.65846 5.37656 0.19109 0.3297
H 0.96915 3.73172 2.60552 0.5521
H 1.13423 2.72533 1.19071 -0.5139
H -0.57595 5.15794 0.80624 0.6411
H -1.24116 3.91170 1.83356 0.3509
H -1.16178 4.05412 -1.01167 0.5277
H -0.08244 2.74292 -0.61057 0.1757
H -2.78543 2.90720 0.75826 0.6830
H -2.86680 2.60740 -0.96361 0.8293
H -4.19029 1.20950 0.14660 0.1520
H -3.73739 -0.48336 0.21754 0.5090
H -3.66078 1.58034 2.46660 0.5297
H -3.14969 -0.07714 2.74598 0.4178
H -6.21149 1.83828 1.51442 0.4987
H -8.50989 1.20084 2.16924 0.5702
H -8.88182 -0.80408 3.58656 0.5270
H -6.94961 -2.17875 4.26184 -0.1017
H -4.65575 -1.59896 3.58652 0.4781
H -1.49442 -3.20671 -0.91206 0.2245
H -0.74750 -2.00690 -2.01093 0.3484
H 0.94602 -3.37548 -1.19597 0.1269
H 1.17692 -1.82896 -0.41851 0.1978
H 1.13352 -5.10919 0.13449 0.2738
H 1.14462 -4.85892 1.88211 0.3221
H 3.36616 -4.87450 1.27726 0.1929
H 3.20922 -3.89843 -0.15363 0.2642
H 3.10538 -3.15027 1.47753 0.2444
C 4.00415 8.37018 2.74451 0.2087
Cl 5.56243 7.81667 3.37121 -0.1042
Cl 3.93496 8.08077 1.00082 0.0795
Cl 2.69876 7.48860 3.54877 -0.0964
Cl 3.82118 10.10149 3.05640 -0.1074
C 4.74513 -5.45564 4.17709 0.3099
Cl 4.13036 -3.82255 4.46427 -0.0608
Cl 5.28232 -6.15554 5.70975 -0.1041
Cl 3.46253 -6.45687 3.48438 -0.0921
Cl 6.10564 -5.39486 3.04754 -0.0948
C -0.76038 3.74968 -4.65809 0.1998
Cl -2.44033 3.22004 -4.83054 -0.0617
Cl -0.73816 5.47539 -4.27503 -0.0860
Cl 0.01130 2.86297 -3.34354 0.0282
Cl 0.11813 3.45028 -6.16325 -0.1100
C -6.95739 -5.08702 6.74961 0.3562
Cl -8.24863 -6.07621 6.05332 -0.1215
Cl -6.79833 -3.58645 5.81827 -0.1453
Cl -7.35655 -4.70103 8.42781 -0.0797
Cl -5.43260 -5.98047 6.69133 -0.1016
C 2.23052 -6.92850 -3.75900 0.1762
Cl 1.08511 -5.73359 -3.13251 0.0447
Cl 2.50943 -6.63584 -5.48107 -0.0656
Cl 3.76084 -6.77833 -2.88302 -0.0613
Cl 1.56946 -8.56255 -3.53898 -0.0587
C -2.58149 -6.38141 -5.14237 0.2049
Cl -3.91309 -7.45582 -5.60268 -0.0835
Cl -1.11385 -7.32866 -4.88405 -0.0500
Cl -2.29785 -5.20427 -6.43263 -0.0735
Cl -2.99934 -5.53410 -3.64314 -0.0124
C -9.55985 -1.87911 -0.72176 0.0337
Cl -10.00082 -3.51723 -0.21598 -0.1210
Cl -11.00867 -0.99729 -1.23197 -0.0282
Cl -8.80309 -1.01997 0.63818 0.0696
Cl -8.42143 -1.95912 -2.07859 -0.0283
C 1.28153 9.72426 -1.77057 0.1910
Cl 0.28778 11.03940 -2.41252 -0.1091
Cl 2.98131 10.02401 -2.15440 -0.0097
Cl 1.08107 9.63669 -0.01535 -0.0655
Cl 0.78392 8.19375 -2.50179 0.0045
C -11.57297 2.74478 -2.17326 0.2322
Cl -12.86379 1.72200 -2.81973 -0.0889
Cl -11.30903 2.35855 -0.46899 -0.0550
Cl -10.08373 2.44789 -3.07762 -0.0239
Cl -12.03672 4.44585 -2.32677 -0.1009
C 4.54550 -10.65490 -1.46269 0.2637
Cl 3.38887 -9.47215 -0.83817 -0.0595
Cl 4.81017 -10.35370 -3.18430 -0.0115
Cl 6.07698 -10.49882 -0.59184 -0.1003
Cl 3.90323 -12.28786 -1.23983 -0.0971
C 7.10635 -9.14198 -6.70008 0.2837
Cl 5.92776 -8.00017 -6.03604 -0.0184
Cl 7.35590 -8.80606 -8.41645 -0.0449
Cl 8.64122 -8.97492 -5.83752 -0.1081
Cl 6.49711 -10.79101 -6.50392 -0.1053
C -11.03827 -5.18496 10.77609 0.3183
Cl -12.70853 -5.72921 10.55820 -0.1040
Cl -11.03060 -3.47692 11.23559 -0.1006
Cl -10.26867 -6.14100 12.04977 -0.0992
Cl -10.14097 -5.38962 9.26549 -0.0221
C -6.65422 3.62806 -1.39997 0.0848
Cl -7.73724 4.87439 -0.77064 0.0315
Cl -6.32365 3.93775 -3.11045 -0.1062
Cl -5.13176 3.65481 -0.49300 -0.0563
Cl -7.42321 2.04819 -1.22509 0.1161
C 6.44005 5.77937 -2.67284 0.2057
Cl 5.88426 6.39474 -4.23694 -0.0977
Cl 6.38725 4.01141 -2.68636 -0.0971
Cl 8.09884 6.31810 -2.38233 -0.1101
Cl 5.38866 6.39325 -1.39114 0.0761
C -6.34092 -2.98141 -5.35334 0.2750
Cl -5.61304 -1.93645 -6.58251 -0.1158
Cl -8.07844 -3.12288 -5.65030 -0.1047
Cl -5.59304 -4.57919 -5.42513 -0.0048
Cl -6.07694 -2.27769 -3.74858 -0.0127
C 10.10351 -10.41182 -10.73929 0.3261
Cl 9.44202 -11.70324 -9.72793 -0.0705
Cl 11.38790 -11.06433 -11.76481 -0.1072
Cl 8.81866 -9.74286 -11.75608 -0.0913
Cl 10.76101 -9.13518 -9.70844 -0.0730
C -10.02443 8.11798 0.77097 0.2881
Cl -11.02270 9.50055 0.30345 -0.1026
Cl -8.32971 8.45878 0.39550 -0.0925
Cl -10.19674 7.82446 2.50604 -0.0924
Cl -10.54715 6.68389 -0.12391 -0.0153
C -2.25282 1.80854 5.74395 0.2113
Cl -3.93163 1.26438 5.62507 -0.0643
Cl -2.21753 3.52323 6.18415 -0.1265
Cl -1.41271 0.86446 6.98221 -0.1216
Cl -1.45149 1.58361 4.18534 0.0650
C 4.30204 11.94687 -5.37421 0.2993
Cl 5.14515 12.80251 -6.67213 -0.1075
Cl 2.57602 11.85759 -5.74854 -0.0798
Cl 4.95787 10.30935 -5.22662 -0.0420
Cl 4.53037 12.81794 -3.85065 -0.0946
```

***

Formula: C4H5N3
Source: the Open Molecules 2025 dataset
Level of theory: ωB97M-V with the def2-TZVPD basis set

Values from the calculation:
ΔE to the lowest compared entry with this formula, charge and spin: 2.868 eV
SMILES: N/N=C1/C=CC=N1

Geometry as XYZ:
```
12
Properties=species:S:1:pos:R:3:mulliken_charge:R:1
N -0.88729 1.20675 -2.07854 -0.4892
N -0.14260 1.46194 -0.84851 -0.3167
C -0.06792 0.42729 -0.12166 0.5532
C 0.60086 0.45691 1.32215 -0.5413
C 0.53350 -0.83294 1.67334 -0.1269
C -0.07146 -1.57328 0.56577 -0.2292
N -0.45066 -0.89120 -0.45988 -0.5078
H -0.50638 0.44842 -2.66889 0.2518
H -0.70456 2.06129 -2.57367 0.2778
H 1.03927 1.21257 2.01701 0.3296
H 0.83442 -1.33178 2.58483 0.3834
H -0.17717 -2.64595 0.58804 0.4153
```

***

Formula: C2H11N2
Source: the Open Molecules 2025 dataset
Level of theory: ωB97M-V with the def2-TZVPD basis set

Values from the calculation:
net charge: +1
ΔE to the lowest compared entry with this formula, charge and spin: 1.730 eV

Geometry as XYZ:
```
15
Properties=species:S:1:pos:R:3:mulliken_charge:R:1
N -2.20226 0.32746 0.02771 -0.9933
H -2.48261 0.20753 -0.98020 0.3169
H 0.45386 1.31740 -0.67163 0.4175
H -2.85926 1.07141 0.44714 0.2838
H -2.52161 -0.69696 0.37738 0.3232
C 1.03598 -0.79766 -1.01113 -0.8092
N 0.53690 0.39617 -0.23560 -0.1723
C 1.11582 0.34728 1.17353 -0.8527
H 2.09534 -1.02775 -1.10479 0.3509
H 0.58594 -1.66800 -0.54256 0.3639
H 0.62939 -0.71898 -2.04308 0.3160
H -0.57731 0.18663 -0.14852 0.4087
H 2.26085 0.21977 1.24068 0.3442
H 0.98253 -0.49460 1.73902 0.3819
H 0.94643 1.33028 1.73202 0.3205
```